{"formula": "C51H36AsFN3O4PdSSb", "method": "wB97M-V/def2-TZVPD", "charge": 2, "homo_lumo_gap_ev": [6.3, 3.0], "s_squared": 6.0754, "multiplicity": 5, "total_energy_ev": -150517.7680, "lumo_energy_ev": [-6.2, -9.5], "elements": ["Pd", "N", "C", "C", "C", "C", "C", "C", "C", "C", "C", "H", "H", "H", "H", "F", "C", "C", "N", "C", "C", "O", "O", "C", "O", "N", "C", "O", "H", "H", "H", "H", "S", "Sb", "C", "C", "C", "C", "C", "C", "C", "C", "C", "C", "C", "C", "C", "C", "C", "C", "C", "C", "H", "H", "H", "H", "H", "H", "H", "H", "H", "H", "H", "H", "H", "H", "H", "C", "C", "C", "C", "C", "C", "As", "C", "C", "C", "C", "C", "C", "C", "C", "C", "C", "C", "C", "H", "H", "H", "H", "H", "H", "H", "H", "H", "H", "H", "H", "H"], "positions_angstrom": [[-0.73467, 0.71165, -0.23593], [-1.75106, -3.61371, 8.57181], [-1.48556, -3.01491, 7.57928], [-1.24334, -2.35237, 6.34279], [-1.14695, -0.92572, 6.22042], [-0.80838, -0.29960, 5.03902], [-0.72536, -1.08569, 3.86393], [-0.88819, -2.51467, 3.92902], [-1.14057, -3.10317, 5.14085], [-0.60693, -0.48153, 2.59583], [-0.43711, -0.00639, 1.47009], [-1.34298, -0.32185, 7.12935], [-0.63340, 0.77514, 4.94574], [-0.80671, -3.04652, 2.98208], [-1.16114, -4.16463, 5.25158], [-6.67546, 4.96189, 2.66071], [-5.48984, 4.50489, 2.31711], [-5.30319, 3.52251, 1.36908], [-4.01577, 3.33372, 0.88845], [-3.75863, 2.77825, -0.43377], [-3.96667, 1.23620, -0.44322], [-5.13573, 0.85447, -0.51452], [-2.96767, 0.44041, -0.47260], [-2.93586, 3.40953, 1.79679], [-1.80156, 3.05857, 1.51860], [-3.27689, 4.04221, 3.00058], [-4.29549, 4.98069, 3.04661], [-4.17703, 6.02126, 3.64142], [-6.11749, 2.99427, 0.84951], [-2.72333, 3.06915, -0.63042], [-4.40502, 3.25492, -1.17757], [-2.44629, 4.30494, 3.54879], [0.73138, 2.35179, -0.96587], [2.82504, 1.48892, -0.27375], [3.21054, -0.66301, 0.00006], [2.52784, -1.36626, 0.97508], [3.02679, -2.57867, 1.39937], [4.22489, -3.10990, 0.89444], [4.88538, -2.39581, -0.09416], [4.36855, -1.15617, -0.54918], [3.31914, 2.65579, 1.45405], [2.37728, 2.78303, 2.45639], [2.70760, 3.60103, 3.57338], [3.94009, 4.18081, 3.66906], [4.93231, 3.90795, 2.72500], [4.61146, 3.19167, 1.58961], [3.74289, 2.36796, -2.01205], [4.17610, 1.54689, -3.07634], [4.74325, 2.12960, -4.21404], [4.86898, 3.50574, -4.32102], [4.38745, 4.33540, -3.28117], [3.93302, 3.74198, -2.11256], [1.65151, -0.99992, 1.50144], [2.51265, -3.16288, 2.10845], [4.56026, -4.06085, 1.25634], [5.88045, -2.69307, -0.45953], [4.90716, -0.58619, -1.28195], [1.42610, 2.29095, 2.32193], [1.91212, 3.76591, 4.28583], [4.19392, 4.87059, 4.45423], [5.89051, 4.43248, 2.80767], [5.36880, 3.00674, 0.81563], [3.97009, 0.46265, -3.04518], [5.09236, 1.52436, -5.00221], [5.34684, 3.97628, -5.15525], [4.34584, 5.40338, -3.38779], [3.55398, 4.34028, -1.30992], [-1.90682, -5.14138, 0.48396], [-2.74725, -4.07071, 0.69410], [-2.53877, -2.82330, 0.11055], [-1.49660, -2.68276, -0.79350], [-0.50645, -3.69026, -0.87593], [-0.74166, -4.90852, -0.27367], [-1.30913, -1.02425, -1.86935], [-0.09134, -1.62910, -3.26747], [1.29553, -1.64834, -3.16058], [2.06203, -2.07439, -4.23517], [1.38026, -2.62585, -5.29832], [-0.01899, -2.60780, -5.46598], [-0.77237, -2.02144, -4.42264], [-2.22740, -1.88417, -4.35835], [-3.11209, -2.37253, -5.35313], [-4.48966, -2.25680, -5.15732], [-4.96630, -1.81153, -3.93969], [-4.10772, -1.29320, -2.97476], [-2.74334, -1.29658, -3.20494], [-2.07766, -6.07392, 0.97242], [-3.58436, -4.12981, 1.37670], [-3.24460, -2.00124, 0.26320], [0.45583, -3.47442, -1.37987], [-0.08438, -5.76614, -0.41069], [1.73398, -1.28435, -2.23006], [3.15110, -1.96558, -4.17896], [1.87943, -3.03685, -6.11030], [-0.42635, -2.93098, -6.40023], [-2.74691, -2.66642, -6.33022], [-5.19961, -2.54848, -5.92790], [-6.02574, -1.87152, -3.76325], [-4.54095, -0.80073, -2.05605]], "forces_ev_per_a": [[-0.9, 1.0, -1.1], [1.1, 2.3, -3.6], [-1.2, -2.1, 3.6], [0.0, 1.4, -2.0], [0.0, 0.0, 1.6], [-0.3, -0.5, -0.2], [-0.3, -0.4, -0.7], [0.1, 1.2, -0.2], [0.5, 0.0, 0.9], [0.4, -0.7, 1.7], [0.0, -0.1, 0.4], [0.4, -0.4, -0.7], [-0.3, -0.4, 0.3], [-0.1, -0.2, 0.4], [-0.2, -0.6, -0.2], [1.3, -0.6, -0.4], [-0.9, -0.4, 0.3], [0.2, 0.2, -1.3], [-1.7, -0.9, 0.4], [0.6, 0.8, 0.3], [-1.0, -2.1, -0.7], [0.6, 1.1, 0.5], [-0.1, 1.3, 0.5], [2.0, 0.8, 0.6], [-2.0, 0.2, 0.4], [1.5, -0.5, -0.7], [0.2, 1.6, 0.9], [-0.6, -0.8, -0.3], [0.4, 0.5, 0.0], [-0.1, -0.3, -0.1], [-0.1, -0.3, 0.3], [-0.5, -0.1, -0.3], [0.3, -0.5, 0.4], [0.0, 0.6, -0.9], [-0.4, 1.5, 0.1], [-0.3, -0.1, 0.8], [1.0, -0.3, -0.9], [-0.8, 0.9, -0.6], [0.6, 0.7, -0.2], [0.6, -1.0, 0.3], [0.6, -0.7, -0.2], [0.7, 0.8, 0.4], [-1.5, -1.1, -1.0], [0.8, 0.0, -0.1], [-0.1, 0.9, -0.4], [0.2, -0.6, -0.5], [1.4, -1.2, -0.5], [-0.7, 0.0, 0.4], [-0.3, 0.5, 1.0], [-0.6, 0.7, 1.3], [0.4, -1.3, -0.4], [-0.9, -0.1, 0.1], [0.1, 0.2, -0.4], [-0.7, -0.4, 0.9], [0.4, -0.2, 0.1], [-0.7, -0.1, 0.1], [0.3, 0.1, -0.2], [-0.3, 0.2, 0.3], [0.2, 0.2, 0.3], [-0.1, 0.0, 0.4], [-0.3, -0.5, 0.0], [-0.3, 0.2, 0.3], [0.3, 0.6, -0.1], [0.3, -0.7, -0.8], [0.0, 0.0, -0.5], [0.3, 0.3, 0.0], [0.0, 0.6, 0.4], [0.9, 1.2, -0.5], [-0.6, 0.6, 0.7], [-0.3, 0.0, -0.9], [1.0, 0.4, 0.3], [0.1, 0.8, -0.4], [-0.5, -1.1, 0.3], [0.1, -2.1, -1.5], [0.4, 0.3, 0.4], [-0.4, 0.6, 0.3], [0.0, 0.0, 0.9], [-1.5, 0.4, -0.4], [0.8, 1.2, 1.9], [0.7, -0.7, -0.5], [-0.7, -0.5, -0.9], [0.0, 1.3, 0.3], [0.7, -0.5, 0.0], [0.0, 0.2, 0.2], [-0.8, 0.9, 1.1], [-0.1, -0.3, 0.7], [-0.1, -0.5, 0.1], [-0.1, -0.3, 0.0], [0.2, -0.3, 0.0], [-0.8, -0.4, 0.1], [0.2, 0.4, 0.0], [0.1, -0.1, -0.3], [-0.4, -0.4, -0.3], [1.3, -0.6, -1.3], [-0.3, -0.3, -0.2], [0.1, -0.3, 0.2], [0.3, -0.1, 0.1], [-0.2, 0.3, 0.2], [0.6, -0.9, -1.0]], "mulliken_charge": [0.98, -0.39, -0.17, 0.50, -0.50, -0.49, 0.51, -0.32, -0.70, 0.15, -0.48, 0.41, 0.53, 0.52, 0.48, -0.18, 0.44, -0.13, 0.31, -1.18, 0.67, -0.62, -0.14, 0.27, -0.49, -0.08, 0.17, -0.45, 0.50, 0.28, 0.37, 0.34, -0.70, 1.66, 0.07, 0.22, -0.58, -0.78, -0.74, -0.22, 0.72, -0.34, -0.61, -0.59, -0.63, -0.47, 0.54, -0.06, -0.63, -0.52, -0.67, -0.61, -0.32, 0.60, 0.46, 0.41, 0.53, 0.16, 0.41, 0.41, 0.35, 0.38, -0.09, 0.48, 0.41, 0.44, 0.39, -0.71, -0.61, -0.11, 0.28, -0.15, -0.61, 1.90, -0.98, 0.36, -0.88, -0.83, -0.73, 0.59, 0.94, -1.00, -0.60, -0.95, 0.05, -0.07, 0.45, 0.47, 0.31, 0.31, 0.44, 0.33, 0.46, 0.46, 0.41, 0.31, 0.42, 0.45, 0.07]}